Record 1
# C9H14

A cluster of 2 separate species, C9H14 in total (ωB97M-V with the def2-TZVPD basis set, the Open Molecules 2025 dataset).

```
23
C9H14 | the Open Molecules 2025 dataset | ωB97M-V with the def2-TZVPD basis set
C 2.2058 0.7682 -1.7172
C 1.2386 -1.1642 -0.4697
C 1.6748 0.1572 -0.4602
C 0.6175 -1.7070 0.6498
C 0.5417 -0.9615 1.8301
C 1.5475 0.8967 0.7082
C 1.0111 0.3374 1.8668
H 1.2754 -1.7830 -1.3579
H 0.2737 -2.7239 0.5771
H 2.8112 1.6547 -1.5513
H 1.4203 1.0952 -2.3990
H -0.0373 -1.4196 2.6302
H 1.8716 1.9271 0.6865
H 1.0801 0.9112 2.7869
H 2.8411 0.0959 -2.3062
C -1.9586 0.5343 -0.6110
C -3.1013 -0.0431 0.2325
H -1.9481 0.0027 -1.5589
H -2.1538 1.5956 -0.7569
H -0.9931 0.4730 -0.1127
H -3.9732 -0.1970 -0.4015
H -3.3539 0.5805 1.0815
H -2.8913 -1.0306 0.6528
```

Output
molar mass = 122.2 g/mol

=====

Record 2
# C2H7N3O3

A cluster of 3 separate species, C2H7N3O3 in total (ωB97M-V with the def2-TZVPD basis set, the Open Molecules 2025 dataset).

```
15
C2H7N3O3 | the Open Molecules 2025 dataset | ωB97M-V with the def2-TZVPD basis set
C 0.5328 -0.5009 -0.9694
N -2.0350 -0.8780 -0.0542
N 1.7562 -0.7923 -0.3819
O -0.7176 -0.7084 0.4831
O 0.0901 -1.0909 -1.9224
H -2.1275 -1.8860 -0.1600
H -1.9952 -0.5023 -1.0049
H 1.9806 -1.7744 -0.4211
H 1.9297 -0.3717 0.5189
C -0.2381 1.6420 1.5895
O 0.3427 1.0184 -1.0043
N 0.4543 2.1769 0.7816
H 1.1978 1.4566 -1.1359
H -0.7437 0.3438 1.0553
H -0.4271 1.8672 2.6258
```

Output
molar mass = 121.1 g/mol

=====

Record 3
# C12H23BeN2O2P2S

A structure of composition C12H23BeN2O2P2S (ωB97M-V with the def2-TZVPD basis set, the Open Molecules 2025 dataset).

```
43
C12H23BeN2O2P2S | the Open Molecules 2025 dataset | ωB97M-V with the def2-TZVPD basis set
Be -0.2706 0.1152 1.5124
P 1.4789 -1.0873 1.9693
C 0.9725 -2.3169 0.8910
C -0.3625 -2.1045 0.2612
N -0.8803 -0.8680 0.3433
C -1.7780 -0.4982 -0.5964
C -2.4746 -1.5049 -1.2443
C -2.1600 -2.8508 -1.1042
C -1.0917 -3.1383 -0.2814
C -2.1332 0.9433 -0.7715
P -0.9145 2.0516 -1.5547
H -0.7475 -4.1713 -0.1201
H -3.2649 -1.1614 -1.9374
H -2.7576 -3.6239 -1.5921
H -2.9930 0.9688 -1.4524
H -2.4752 1.4098 0.1820
H 1.7197 -2.1542 0.0744
H 1.1543 -3.3185 1.2795
H 2.0704 -0.7076 -1.4422
O 2.1350 -1.6774 -1.4773
H 3.0279 -2.0258 -1.5829
H 0.5375 1.5678 -1.6545
O 1.6083 0.7806 -1.2151
H 2.4973 1.2282 -1.3797
C -1.2014 2.0560 -3.3185
H -2.2638 2.0672 -3.5941
H -0.6735 2.9370 -3.7139
H -0.6934 1.1471 -3.7200
C -1.2370 3.6813 -0.9016
H -0.3143 4.2909 -0.9614
H -2.0173 4.1868 -1.4795
H -1.5505 3.6449 0.1524
C 1.3192 -1.5356 3.6674
H 2.0425 -2.3250 3.9758
H 1.4741 -0.6683 4.3237
H 0.3029 -1.8820 3.8742
C 3.1961 -0.4926 1.7262
H 3.4931 0.2125 2.5411
H 3.8846 -1.3612 1.6866
H 3.2301 0.0628 0.7647
S -0.7252 3.9568 3.3833
C -0.6346 2.6037 2.5423
N -0.5301 1.5615 1.9445
```

Output
charge = +1
molar mass = 330.4 g/mol

=====

Record 4
# C22H18Cl2HfN7O2SbSe4

A structure of composition C22H18Cl2HfN7O2SbSe4 (ωB97M-V with the def2-TZVPD basis set, the Open Molecules 2025 dataset).

```
57
C22H18Cl2HfN7O2SbSe4 | the Open Molecules 2025 dataset | ωB97M-V with the def2-TZVPD basis set
Hf -0.1685 -1.0374 -1.5208
N -1.9817 -2.9480 0.6723
C -2.5266 -1.7234 0.6488
N -3.4768 -1.4352 1.5272
C -4.0220 -0.2269 1.3888
N -4.9845 0.1276 2.2572
N -3.6998 0.6787 0.4433
C -2.7198 0.3163 -0.3487
N -2.0723 -0.8535 -0.2965
C -2.3441 1.2215 -1.4771
C -3.0528 2.3776 -1.7045
C -2.7765 3.1083 -2.8524
C -1.8199 2.6362 -3.7257
C -1.1177 1.4829 -3.4052
N -1.3624 0.7921 -2.2942
H -2.4155 -3.6116 1.2908
H -1.5387 -3.3028 -0.1661
H -5.3149 -0.5540 2.9150
H -5.4967 0.9761 2.1041
H -3.8194 2.6698 -1.0012
H -3.3211 4.0222 -3.0635
H -1.5950 3.1407 -4.6557
H -0.3542 1.0953 -4.0598
Se -0.0879 -0.8579 -6.2310
Sb 0.5385 -2.0786 -4.2688
Se 1.8190 -0.3062 -2.7899
Se -1.6812 -2.4626 -2.9269
Se 1.7781 -4.1114 -4.2533
Cl 1.0899 1.6955 -0.2322
C 0.6262 1.6584 1.4580
C -0.5803 2.2729 1.7644
C -1.1062 2.2295 3.0411
C -0.3921 1.5627 4.0220
C 0.8117 0.9661 3.7122
Cl 1.6495 0.1450 5.0058
C 1.3810 0.9623 2.4172
N 2.5920 0.3068 2.2496
C 3.3609 -0.0902 1.0981
C 4.2605 0.8143 0.5547
C 5.1131 0.4371 -0.4719
C 5.0819 -0.8639 -0.9520
C 4.1882 -1.7742 -0.4110
C 3.3339 -1.4067 0.6213
C 2.2868 -2.4135 1.1013
C 1.1083 -2.0849 0.2471
O 0.8517 -2.7017 -0.8417
O 0.4138 -1.0434 0.4985
H -1.1034 2.7931 0.9713
H -2.0544 2.7031 3.2676
H -0.7604 1.5007 5.0373
H 2.8830 -0.1622 3.0871
H 4.2843 1.8213 0.9532
H 5.8008 1.1607 -0.8946
H 5.7286 -1.1652 -1.7678
H 4.1300 -2.7787 -0.8160
H 2.0231 -2.2454 2.1433
H 2.6119 -3.4350 0.9296
```

Output
molar mass = 1099.4 g/mol

=====

Record 5
# C5H11Cl5NO2

A cluster of 4 separate species, C5H11Cl5NO2 in total (ωB97M-V with the def2-TZVPD basis set, the Open Molecules 2025 dataset).

```
24
C5H11Cl5NO2 | the Open Molecules 2025 dataset | ωB97M-V with the def2-TZVPD basis set
Cl 24.4539 27.0777 -10.1999
C 24.3964 23.7675 -11.1763
N 23.2355 23.4112 -12.0331
O 23.1817 23.8691 -13.1466
O 22.3951 22.6705 -11.5689
H 24.8305 24.6411 -11.6583
H 25.0976 22.9430 -11.1315
H 24.0248 24.1310 -10.2236
Cl 27.2981 30.7818 -8.3706
C 26.3559 29.2659 -8.4064
C 27.1678 28.1214 -7.8507
Cl 27.6948 28.3222 -6.1554
H 26.1214 29.0429 -9.4454
H 25.3971 29.3120 -7.8951
H 28.0134 27.8729 -8.4842
H 26.5092 27.2570 -7.7806
Cl 20.7490 30.5989 -10.5243
C 21.9327 29.3169 -10.9858
C 21.3662 28.1238 -11.6917
Cl 20.6101 28.6102 -13.2309
H 22.4293 29.0732 -10.0517
H 22.6803 29.7764 -11.6272
H 20.6474 27.5105 -11.1554
H 22.1916 27.4655 -11.9599
```

Output
charge = -1
molar mass = 294.4 g/mol

=====

Record 6
# C2H5N3S

The molecule C2H5N3S (ωB97M-V with the def2-TZVPD basis set, the Open Molecules 2025 dataset).

```
11
C2H5N3S | the Open Molecules 2025 dataset | ωB97M-V with the def2-TZVPD basis set
C -1.3129 0.6502 -0.6512
C -0.2593 1.2050 0.2722
H -0.8334 -0.5582 1.3611
H -2.2853 -1.3295 1.2876
H -2.1243 1.3441 -1.2537
H -0.4630 2.2166 0.7939
H 1.0567 -1.1958 -1.0582
N -1.4591 -1.0688 0.6390
N -1.9502 -0.4336 -0.5156
N 1.0511 1.0143 0.4739
S 1.9119 -0.5119 -0.1898
```

Output
molar mass = 103.2 g/mol

=====

no.,calculated total energy (Ha)
1,-351.322474
2,-470.214025
3,-1826.536403
4,-12197.626201
5,-2703.336147
6,-641.503270